{
  "formula": "C21H26N2O2",
  "method": "the ωB97M-V functional and the def2-TZVPD basis",
  "species": ["C", "C", "C", "C", "O", "C", "C", "C", "C", "C", "C", "H", "H", "H", "C", "O", "N", "C", "C", "C", "C", "C", "C", "N", "C", "C", "H", "C", "H", "C", "H", "H", "H", "H", "H", "H", "H", "H", "H", "H", "H", "H", "H", "H", "H", "H", "H", "H", "H", "H", "H"],
  "xyz": [[5.213, 1.873, 0.919], [5.438, 0.880, 1.989], [4.577, -0.267, 1.787], [4.946, -1.312, 0.659], [4.689, -0.944, -0.765], [3.349, -0.821, -1.062], [2.191, -1.417, -0.348], [1.012, -1.168, -1.246], [0.851, -0.529, -2.448], [2.067, -0.062, -2.968], [3.203, 0.108, -2.328], [4.036, 0.426, -2.911], [1.962, 0.287, -4.033], [-0.028, -0.419, -2.821], [-0.129, -1.831, -0.535], [-0.053, -2.815, 0.442], [-1.263, -1.333, -0.564], [-2.607, -1.532, -0.046], [-2.800, -2.622, 0.306], [-4.232, -2.940, 0.894], [-5.215, -2.007, 0.591], [-4.955, -0.650, 0.358], [-3.546, -0.345, -0.142], [-3.173, 0.841, -0.532], [-2.347, 1.768, 0.000], [-3.310, 2.464, 0.973], [-2.961, 3.182, 1.367], [-4.443, 2.844, -0.109], [-5.551, 2.435, 0.433], [-4.077, 1.671, -1.149], [-3.630, 2.376, -2.090], [-4.996, 1.145, -1.754], [-4.442, 3.751, -0.411], [-3.816, 1.741, 1.798], [-1.791, 0.906, 0.917], [-1.629, 2.449, -0.290], [-5.573, 0.024, -0.015], [-6.184, -2.182, 1.259], [-4.475, -3.918, 1.178], [-2.261, -3.362, 0.526], [-1.206, -0.390, -0.995], [2.190, -1.744, 0.665], [4.329, -2.311, 0.817], [5.927, -1.545, 0.767], [4.327, -0.876, 2.667], [3.543, -0.116, 1.611], [5.066, 1.279, 2.960], [6.461, 0.441, 2.144], [5.787, 2.852, 0.924], [3.995, 2.244, 0.752], [5.531, 1.468, -0.140]],
  "atomic_forces_ev_per_a": [[-1.26, 2.73, -4.27], [0.16, 0.30, 2.06], [-1.83, -4.26, -1.45], [-4.29, -0.84, 0.09], [-1.04, 0.22, 2.21], [-0.29, 1.51, -0.48], [2.15, 4.03, -6.30], [0.07, -2.36, 3.98], [6.63, -1.66, 4.17], [-3.23, 1.95, -3.78], [1.13, -4.45, 3.64], [0.88, 0.24, 0.40], [0.43, 0.07, 1.06], [-5.23, 0.42, -2.87], [3.23, -6.71, 6.69], [1.44, 3.26, -4.67], [-5.43, 7.37, -2.97], [4.58, 16.07, -5.79], [-12.97, -11.60, 7.41], [2.18, 2.90, -3.93], [-1.73, -1.12, 4.98], [7.93, -2.03, -2.47], [-2.97, -6.29, 3.72], [0.15, 0.89, -5.86], [2.57, -4.19, 10.97], [-6.94, -9.09, -4.94], [4.71, 9.82, 5.60], [-2.52, -10.19, 4.92], [2.98, 1.93, -1.69], [-4.60, 4.07, -5.62], [-0.36, -2.26, 2.13], [2.18, 1.12, 1.98], [-0.20, 5.94, -2.25], [1.53, 1.51, -2.08], [-0.29, 2.88, -2.53], [1.42, 0.73, -2.39], [-3.54, 2.94, -0.65], [1.38, 0.12, -2.22], [-0.14, -1.11, 0.66], [5.12, -5.21, 0.68], [-0.49, -0.78, -0.05], [-0.34, -0.70, 0.09], [1.24, 1.98, -0.10], [3.10, -0.72, -0.34], [1.29, -0.17, 0.32], [-1.20, 1.58, -0.72], [0.80, 0.16, -0.38], [-0.49, 1.12, -0.34], [-0.58, -1.16, 0.66], [3.47, -1.38, 0.77], [-0.82, 0.42, 1.95]],
  "de_lowest_ev": 17.664,
  "molar_mass_g_mol": 338.5,
  "max_force_ha_per_bohr": 0.36782,
  "spin_multiplicity": 1,
  "orbital_gap_ev": 8.2,
  "homo_ev": -7.78
}

***

{
  "formula": "C21H26N2O2",
  "method": "the ωB97M-V functional and the def2-TZVPD basis",
  "species": ["C", "C", "N", "C", "C", "C", "C", "C", "C", "C", "C", "C", "C", "C", "O", "O", "H", "H", "H", "H", "H", "H", "H", "H", "H", "H", "H", "H", "H", "H", "H", "H", "C", "N", "C", "C", "C", "C", "C", "C", "C", "H", "H", "H", "H", "H", "H", "H", "H", "H", "H"],
  "xyz": [[-2.345, -2.575, 2.635], [-2.634, -1.770, 1.367], [-2.821, -0.326, 1.576], [-4.198, 0.150, 1.440], [-4.635, 0.333, 0.012], [-1.906, 0.484, 2.233], [-0.505, -0.010, 2.370], [0.552, 0.850, 1.803], [1.899, 0.205, 1.531], [2.130, -1.181, 1.437], [3.435, -1.669, 1.242], [4.528, -0.789, 1.210], [4.301, 0.594, 1.311], [3.006, 1.075, 1.473], [0.459, 2.086, 1.704], [-2.269, 1.592, 2.645], [-2.038, -3.587, 2.342], [-1.554, -2.164, 3.276], [-3.259, -2.657, 3.242], [-1.825, -1.910, 0.635], [-3.558, -2.140, 0.900], [-4.867, -0.568, 1.932], [-4.263, 1.106, 1.959], [-5.642, 0.753, -0.032], [-3.968, 1.022, -0.507], [-4.625, -0.609, -0.537], [-0.368, -1.066, 2.230], [1.293, -1.885, 1.497], [3.588, -2.740, 1.107], [5.535, -1.164, 1.051], [5.121, 1.315, 1.269], [2.819, 2.147, 1.591], [0.607, -0.230, 6.580], [-0.287, 0.613, 5.780], [-1.041, 1.645, 6.417], [-2.112, 2.231, 5.719], [-2.884, 3.226, 6.322], [-2.562, 3.689, 7.607], [-1.485, 3.137, 8.300], [-0.724, 2.130, 7.701], [-0.036, 0.578, 4.441], [0.334, -0.212, 7.630], [0.562, -1.235, 6.131], [1.642, 0.121, 6.477], [-2.311, 1.892, 4.702], [-3.729, 3.653, 5.764], [-3.132, 4.501, 8.042], [-1.196, 3.514, 9.291], [0.160, 1.738, 8.195], [-0.155, 1.545, 3.927], [0.626, -0.267, 4.149]],
  "atomic_forces_ev_per_a": [[-0.39, -0.33, 0.17], [0.59, 0.55, -0.23], [-0.21, -0.30, 0.36], [0.03, 0.05, 0.59], [0.11, 0.09, -0.54], [-0.44, 0.27, -0.20], [-1.15, 0.62, -0.70], [-0.30, 0.60, 0.46], [0.51, -0.09, 0.24], [0.21, 0.27, -0.12], [-0.10, 0.40, 0.14], [-0.61, 0.23, -0.27], [-0.18, -0.24, 0.07], [-0.16, -0.08, 0.05], [0.01, -1.60, 0.24], [0.49, -0.50, -0.30], [-0.12, 0.11, 0.13], [-0.31, -0.02, -0.30], [0.27, 0.00, -0.08], [-0.16, -0.09, 0.13], [0.35, 0.06, 0.11], [0.03, 0.11, 0.11], [0.01, -0.17, 0.08], [0.00, -0.11, 0.03], [0.03, 0.02, 0.02], [-0.07, -0.04, -0.07], [0.12, -0.07, -0.11], [0.40, 0.25, -0.13], [0.01, 0.27, 0.13], [-0.18, 0.01, 0.09], [-0.16, -0.38, 0.03], [0.03, -0.44, -0.14], [0.05, -0.43, -0.62], [-0.15, -0.20, -0.59], [-0.53, 0.74, -0.02], [0.10, -0.24, 0.21], [0.33, 0.05, 0.07], [-0.03, -0.21, -0.34], [0.18, -0.06, -0.31], [0.11, -0.35, -0.38], [1.13, 0.47, 0.23], [-0.19, -0.31, -0.10], [0.02, 0.21, 0.64], [-0.18, 0.04, 0.10], [-0.16, 0.11, 0.21], [0.48, -0.18, 0.33], [-0.03, -0.12, 0.05], [-0.19, -0.21, -0.52], [-0.21, 0.14, 0.14], [0.40, -0.48, 0.24], [0.20, 1.57, 0.69]],
  "de_lowest_ev": 5.123,
  "molar_mass_g_mol": 338.5,
  "max_force_ha_per_bohr": 0.03368,
  "spin_multiplicity": 1,
  "orbital_gap_ev": 7.1,
  "homo_ev": -7.49
}